Computed, not measured: a 14-piece molecular cluster, C51H122N14O11 overall, with ωB97M-V with the def2-TZVPD basis set.

Cartesian coordinates (Å):
C -1.845 4.845 -0.860
C -0.731 5.676 -0.233
N 0.389 5.834 -1.172
C 0.969 4.515 -1.511
C 1.547 3.675 -0.393
C 1.389 6.659 -0.476
C 2.639 6.958 -1.311
H -1.615 3.780 -0.879
H -2.004 5.219 -1.872
H -2.768 4.977 -0.291
H -1.145 6.665 -0.020
H -0.412 5.239 0.726
H 0.217 3.927 -2.037
H 1.747 4.711 -2.250
H 2.286 4.158 0.248
H 0.796 3.214 0.254
H 2.051 2.825 -0.862
H 1.690 6.266 0.505
H 0.892 7.613 -0.280
H 3.271 7.627 -0.725
H 2.393 7.424 -2.264
H 3.208 6.048 -1.502
C 2.772 3.112 6.922
C 3.451 3.233 5.555
N 3.199 2.151 4.598
C 3.598 0.840 5.169
C 5.063 0.847 5.578
C 1.815 2.175 4.126
C 1.585 3.438 3.296
H 1.686 3.139 6.795
H 3.109 3.912 7.579
H 2.956 2.158 7.417
H 3.308 4.224 5.124
H 4.528 3.217 5.759
H 2.969 0.443 5.972
H 3.507 0.146 4.326
H 5.167 1.226 6.597
H 5.377 -0.198 5.671
H 5.758 1.313 4.883
H 1.056 2.150 4.916
H 1.655 1.341 3.439
H 2.380 3.579 2.567
H 1.475 4.363 3.869
H 0.619 3.367 2.788
C -1.968 1.369 -8.934
C -2.531 1.480 -7.544
N -2.432 0.227 -6.784
C -1.081 -0.213 -6.515
C -1.002 -1.719 -6.240
C -3.339 0.157 -5.646
C -4.817 0.339 -5.978
H -0.880 1.290 -8.956
H -2.235 2.241 -9.543
H -2.400 0.587 -9.563
H -2.103 2.329 -7.006
H -3.593 1.702 -7.667
H -0.392 0.012 -7.328
H -0.677 0.330 -5.645
H 0.035 -2.046 -6.117
H -1.482 -1.917 -5.282
H -1.407 -2.315 -7.056
H -3.069 0.775 -4.779
H -3.253 -0.861 -5.265
H -5.094 1.362 -6.224
H -5.392 -0.016 -5.120
H -5.095 -0.323 -6.801
C -0.827 -0.758 -2.452
C -0.359 0.028 -1.258
O -0.658 1.218 -1.086
N 0.437 -0.613 -0.388
C 0.944 -0.026 0.837
H -1.517 -1.541 -2.140
H 0.033 -1.149 -2.996
H -1.419 -0.089 -3.072
H 0.799 -1.515 -0.682
H 0.144 0.463 1.397
H 1.644 0.795 0.650
H 1.444 -0.765 1.457
C 4.521 0.883 1.251
C 4.860 2.326 0.903
O 5.213 2.677 -0.214
N 4.854 3.158 1.965
C 5.010 4.590 1.879
H 4.094 0.331 0.421
H 3.825 0.909 2.091
H 5.468 0.432 1.551
H 4.550 2.839 2.881
H 4.066 5.127 2.012
H 5.407 4.887 0.910
H 5.718 4.955 2.625
C -4.822 -1.140 -1.809
C -4.986 -2.510 -2.380
O -4.126 -2.967 -3.144
N -6.063 -3.207 -2.010
C -6.387 -4.565 -2.410
H -5.726 -0.741 -1.350
H -4.540 -0.450 -2.607
H -3.996 -1.080 -1.103
H -6.678 -2.846 -1.299
H -5.631 -4.944 -3.092
H -7.343 -4.599 -2.934
H -6.470 -5.191 -1.521
C -2.603 -5.325 -4.767
C -1.617 -5.439 -3.613
O -0.624 -6.146 -3.680
N -1.882 -4.630 -2.560
C -1.175 -4.663 -1.298
H -3.347 -6.110 -4.618
H -2.051 -5.554 -5.677
H -3.074 -4.352 -4.857
H -2.659 -3.975 -2.597
H -1.860 -4.936 -0.491
H -0.733 -3.695 -1.061
H -0.333 -5.349 -1.306
C -0.831 0.230 7.125
C 0.166 -0.725 6.507
O 0.868 -1.421 7.231
N 0.135 -0.812 5.166
C 1.026 -1.641 4.412
H -0.292 0.957 7.733
H -1.548 -0.321 7.728
H -1.380 0.801 6.373
H -0.531 -0.236 4.670
H 1.792 -2.090 5.039
H 1.549 -1.123 3.607
H 0.532 -2.471 3.893
C -4.918 -4.015 1.731
C -4.186 -2.695 1.608
O -4.736 -1.714 1.110
N -2.951 -2.650 2.129
C -2.119 -1.468 2.017
H -5.741 -3.888 2.429
H -4.237 -4.802 2.061
H -5.242 -4.332 0.740
H -2.481 -3.494 2.455
H -1.275 -1.616 2.696
H -2.677 -0.604 2.359
H -1.627 -1.342 1.051
C 0.676 -4.051 1.510
C -0.048 -4.974 2.462
O -1.218 -4.744 2.777
N 0.601 -6.015 3.020
C 2.038 -6.227 2.965
H -0.083 -3.319 1.235
H 0.996 -4.521 0.580
H 1.517 -3.525 1.965
H 0.053 -6.577 3.649
H 2.413 -5.972 3.962
H 2.516 -5.522 2.290
H 2.361 -7.237 2.723
C -2.277 2.245 1.658
C -2.105 2.146 3.163
O -1.395 1.294 3.689
N -2.809 3.048 3.873
C -2.756 3.099 5.312
H -1.309 2.321 1.166
H -2.913 3.102 1.430
H -2.765 1.380 1.207
H -3.498 3.605 3.404
H -3.449 3.833 5.716
H -1.762 3.329 5.703
H -3.007 2.133 5.759
C 5.682 -2.244 3.298
C 4.645 -2.689 2.302
O 3.484 -2.323 2.454
N 5.078 -3.427 1.262
C 4.150 -4.030 0.329
H 5.202 -1.805 4.167
H 6.274 -1.446 2.842
H 6.344 -3.052 3.609
H 6.053 -3.648 1.172
H 3.994 -5.106 0.457
H 4.519 -3.918 -0.691
H 3.183 -3.555 0.406
C 1.703 -4.147 -3.575
C 2.275 -3.196 -2.536
O 1.875 -3.257 -1.376
N 3.189 -2.304 -2.962
C 3.729 -1.287 -2.074
H 0.629 -4.008 -3.525
H 1.985 -5.161 -3.301
H 2.072 -3.971 -4.585
H 3.444 -2.289 -3.933
H 3.871 -0.295 -2.507
H 4.735 -1.555 -1.738
H 3.090 -1.156 -1.206
C -4.186 2.806 -2.833
C -3.118 3.150 -3.835
O -3.374 3.823 -4.826
N -1.868 2.734 -3.535
C -0.694 2.935 -4.356
H -3.789 2.353 -1.923
H -4.969 2.229 -3.323
H -4.675 3.729 -2.513
H -1.735 2.210 -2.672
H -0.924 2.728 -5.393
H 0.070 2.260 -3.974
H -0.330 3.963 -4.299

Cartesian forces (eV/Å) of the 2 atoms listed first:
-0.05 0.24 0.31
-0.42 -0.23 -0.62

Computed properties:
total energy	-98256.5477	eV
HOMO-LUMO gap	8.1	eV
energy relative to the best compared isomer or geometry (same formula, charge and spin)	0.0	kJ/mol
charge	0
max |F|	1.63	eV/A